{
  "formula": "C10H40O10",
  "method": "wB97M-V/def2-TZVPD",
  "species": ["C", "O", "H", "H", "H", "H", "C", "O", "H", "H", "H", "H", "C", "O", "H", "H", "H", "H", "C", "O", "H", "H", "H", "H", "C", "O", "H", "H", "H", "H", "C", "O", "H", "H", "H", "H", "C", "O", "H", "H", "H", "H", "C", "O", "H", "H", "H", "H", "C", "O", "H", "H", "H", "H", "C", "O", "H", "H", "H", "H"],
  "xyz": [[-5.017885, 1.581134, -5.713339], [-5.917033, 2.695756, -5.477860], [-3.957852, 1.826732, -5.777437], [-5.152085, 0.854891, -4.911687], [-5.406660, 1.094479, -6.607845], [-5.544442, 3.265488, -4.800977], [2.069577, -5.615237, 3.903950], [2.655078, -5.867344, 5.146693], [1.771345, -4.570867, 3.811953], [2.786836, -5.921262, 3.142376], [1.236916, -6.299555, 3.741235], [1.987756, -6.010714, 5.821771], [0.694741, -3.427508, -6.847892], [1.800922, -2.774832, -6.143249], [1.114603, -4.182874, -7.512143], [-0.050267, -3.802289, -6.146027], [0.175163, -2.634463, -7.385680], [2.506153, -3.390983, -5.932059], [1.886185, -7.059503, -2.264473], [1.441177, -8.022659, -1.286339], [1.788479, -6.035581, -1.903752], [2.921621, -7.262397, -2.537986], [1.246182, -7.078681, -3.146593], [0.510120, -7.830247, -1.153278], [-0.077508, 0.421953, -0.674495], [-0.567313, 0.007376, 0.607772], [0.206025, 1.473028, -0.620077], [0.761101, -0.217760, -0.949450], [-0.810378, 0.249434, -1.462685], [0.014365, 0.323465, 1.302993], [2.124519, 3.271168, -5.581193], [3.059186, 2.314194, -4.978768], [2.673465, 3.588026, -6.467962], [1.176950, 2.823486, -5.880843], [1.949247, 4.166324, -4.984459], [2.947092, 1.488716, -5.455868], [-5.487022, 1.915352, 1.159565], [-5.257621, 0.631072, 1.642606], [-6.469230, 2.270935, 1.470893], [-4.778973, 2.559683, 1.680712], [-5.431902, 1.900275, 0.071055], [-4.312301, 0.550835, 1.495883], [2.427685, 3.179329, 5.118911], [2.446568, 1.965015, 4.440708], [2.970701, 3.946961, 4.567590], [1.398534, 3.461185, 5.341381], [2.910533, 3.023991, 6.083713], [3.298641, 1.523092, 4.424257], [0.835694, -1.023373, 8.678801], [0.349797, -0.721838, 9.956270], [1.872302, -0.686584, 8.689160], [0.866767, -2.090898, 8.460812], [0.243663, -0.446321, 7.968431], [1.140755, -0.646486, 10.495070], [0.289454, 7.627672, 0.347193], [-1.060194, 7.337752, 0.644114], [0.329027, 7.873005, -0.714104], [0.617511, 8.429792, 1.008307], [0.987366, 6.807157, 0.513858], [-1.191138, 7.171502, 1.580487]],
  "forces_ev_per_a": [[-1.3, 0.1, 0.5], [0.8, -0.4, -0.3], [-0.1, 0.3, -0.3], [0.2, -0.1, 0.2], [0.4, 0.2, -0.1], [0.1, 0.0, 0.1], [-0.3, -0.7, -0.4], [0.7, -0.1, 0.9], [-0.1, 0.0, -0.3], [0.2, 0.5, 0.0], [-0.4, 0.3, -0.1], [-0.1, 0.1, -0.1], [1.1, 0.9, 0.7], [-0.9, 0.0, -0.4], [-0.5, -0.1, -0.1], [0.2, -0.5, 0.1], [0.3, -0.1, -0.3], [-0.2, -0.3, -0.1], [-0.5, -0.1, 0.2], [0.4, 0.6, -0.6], [0.3, 0.1, 0.3], [-0.2, -0.1, 0.1], [0.1, -0.3, -0.3], [-0.1, -0.2, 0.2], [0.4, -0.4, 0.6], [-0.6, -0.1, -0.4], [0.1, 0.0, -0.4], [0.4, 0.3, -0.1], [-0.4, 0.2, 0.4], [0.1, 0.1, -0.2], [1.5, -0.7, -0.7], [-1.2, 0.8, 0.4], [-0.5, 0.4, -0.3], [0.0, -0.1, 0.2], [0.2, -0.5, 0.5], [0.0, 0.0, 0.0], [-0.5, 0.8, 0.4], [0.3, -1.0, 0.2], [-0.2, -0.2, -0.1], [0.2, 0.6, -0.7], [0.2, 0.6, -0.1], [0.1, -0.8, 0.2], [0.8, 0.0, 0.9], [-0.9, -1.1, -1.0], [-0.2, 0.3, 0.0], [0.0, 0.0, -0.4], [0.1, 0.4, 0.3], [0.1, 0.4, 0.2], [0.7, 0.4, -0.2], [-0.3, -0.1, 1.0], [0.1, 0.1, -0.8], [-0.4, -0.1, -0.1], [0.2, -0.3, -0.3], [-0.4, 0.0, 0.4], [0.0, 0.1, 0.5], [-0.4, -0.4, -0.3], [0.1, 0.3, 0.2], [0.3, 0.4, -0.4], [-0.2, -0.4, 0.0], [0.2, 0.0, 0.0]],
  "relative_energy_kcal_mol": 133.1,
  "lumo_energy_ha": 0.0060,
  "gap_ev": 10.38,
  "mol_weight_g_mol": 320.42
}



{
  "formula": "C10H48N20O14",
  "method": "wB97M-V/def2-TZVPD",
  "species": ["O", "H", "H", "O", "H", "H", "O", "H", "H", "O", "H", "H", "C", "O", "N", "N", "H", "H", "H", "H", "C", "O", "N", "N", "H", "H", "H", "H", "C", "O", "N", "N", "H", "H", "H", "H", "C", "O", "N", "N", "H", "H", "H", "H", "C", "O", "N", "N", "H", "H", "H", "H", "C", "O", "N", "N", "H", "H", "H", "H", "C", "O", "N", "N", "H", "H", "H", "H", "C", "O", "N", "N", "H", "H", "H", "H", "C", "O", "N", "N", "H", "H", "H", "H", "C", "O", "N", "N", "H", "H", "H", "H"],
  "xyz": [[-1.023538, 2.864271, 1.859356], [-0.653456, 3.573465, 2.385017], [-0.329415, 2.636649, 1.240790], [0.226757, 3.812911, -2.159524], [-0.122229, 2.925984, -2.247857], [0.159721, 4.005132, -1.224219], [2.918396, 1.292301, -2.966844], [2.638307, 0.578367, -3.539629], [2.256477, 1.319434, -2.275933], [3.068597, -0.939531, 2.867501], [3.244270, -1.847972, 3.112641], [2.865196, -0.978180, 1.932956], [3.808998, -2.394875, 0.030558], [3.305732, -1.330072, 0.359522], [4.592894, -3.189733, 0.773403], [3.623246, -2.955907, -1.172092], [4.700928, -4.161297, 0.519461], [4.747899, -2.908110, 1.730885], [4.125392, -3.733974, -1.575272], [2.930836, -2.455495, -1.710831], [-5.892505, -1.401156, -0.081713], [-6.552662, -1.804820, 0.844705], [-6.423719, -0.910789, -1.172946], [-4.590563, -1.101079, -0.088406], [-7.431071, -0.875203, -1.236954], [-5.826773, -0.693818, -1.958230], [-4.074413, -1.132970, 0.779161], [-4.382826, -0.437343, -0.820795], [4.464992, 2.302677, 3.195435], [4.741085, 3.517371, 3.092645], [4.832500, 1.544974, 4.147715], [3.695440, 1.699435, 2.358184], [4.593583, 0.566054, 4.216534], [5.523434, 1.923761, 4.779557], [3.735074, 0.711983, 2.566694], [2.946996, 2.194712, 1.894899], [-0.524348, -0.145765, 3.774603], [-1.588544, 0.167963, 4.150554], [-0.148049, -0.097829, 2.551817], [0.437607, -0.663883, 4.502172], [-0.651432, 0.135463, 1.707858], [0.811473, -0.340223, 2.350153], [0.296077, -0.487157, 5.486463], [1.394171, -0.754337, 4.190883], [-4.315825, 2.722329, -0.423836], [-5.471316, 2.982796, -0.733586], [-3.267677, 3.144366, -1.060850], [-3.899119, 1.880862, 0.451008], [-2.437428, 2.570084, -1.029293], [-3.525472, 3.748344, -1.828214], [-4.649382, 1.484534, 0.998828], [-2.961042, 1.650478, 0.746046], [2.026627, 4.423566, 0.457317], [1.946192, 3.236650, 0.246042], [2.786826, 5.237917, -0.257271], [1.330330, 5.127863, 1.294417], [2.833310, 6.224631, -0.046751], [3.407880, 4.807136, -0.927210], [1.496090, 6.122987, 1.245949], [0.501253, 4.749147, 1.729510], [-3.467300, 0.305524, -3.898468], [-3.981666, -0.243402, -2.932646], [-2.761424, 1.381609, -3.846156], [-3.533660, -0.143954, -5.085919], [-2.438243, 1.748758, -4.729822], [-2.548103, 1.766575, -2.937093], [-2.940202, 0.315560, -5.761765], [-4.174621, -0.905879, -5.255413], [0.399575, -3.434457, 1.241548], [0.364852, -2.616043, 0.344573], [1.173825, -4.429998, 1.393570], [-0.392051, -3.515417, 2.298702], [1.028614, -4.979650, 2.228377], [1.752836, -4.749584, 0.630212], [-0.164954, -4.139401, 3.059742], [-1.049204, -2.770038, 2.479431], [0.482791, -4.640552, -2.530383], [1.187458, -5.395141, -1.857252], [0.288256, -4.829925, -3.818420], [-0.198321, -3.589305, -2.114739], [0.876632, -5.437665, -4.370299], [-0.401518, -4.304559, -4.336408], [-0.194232, -3.306004, -1.145291], [-0.286183, -2.838757, -2.784856], [-0.323949, 0.511504, -1.157298], [-0.838262, 1.436354, -1.818833], [0.707293, 0.475701, -0.378240], [-0.918395, -0.614805, -0.922349], [1.338333, 1.259814, -0.294257], [1.075463, -0.448136, -0.201955], [-1.835296, -0.797730, -1.304354], [-0.500126, -1.216081, -0.226922]],
  "forces_ev_per_a": [[-0.5, -0.1, -0.3], [-0.2, -0.1, 0.4], [0.6, -0.1, -0.2], [0.1, 1.0, -0.5], [0.0, -0.5, 0.1], [0.1, 0.0, 0.2], [0.2, 0.0, -0.1], [0.0, -0.1, -0.2], [-0.1, 0.2, 0.2], [-0.4, -0.2, 1.9], [0.0, -0.3, 0.1], [0.4, -0.2, -1.3], [0.3, -1.2, -0.9], [-0.4, 0.4, -0.1], [0.7, 0.0, 2.0], [-1.3, 0.8, -1.5], [0.1, 0.3, 0.2], [0.3, -0.3, -0.2], [-0.2, 0.3, 0.3], [0.3, -0.4, -0.4], [-2.5, -0.7, 3.0], [0.6, -0.6, 0.4], [-1.4, 0.7, -3.0], [2.2, 0.6, 0.2], [0.0, 0.0, -0.2], [-0.1, 0.4, -0.7], [0.2, -0.1, 0.0], [1.4, 0.2, -0.4], [0.0, 6.5, -1.8], [0.1, -0.9, 0.6], [3.0, -2.7, 5.1], [-2.1, -2.3, -2.7], [0.1, 0.4, 0.0], [-0.1, -0.3, 0.0], [-1.2, 0.2, -1.0], [0.3, -0.3, -0.3], [0.7, -0.3, 0.1], [-4.6, 1.2, 2.0], [2.3, 0.0, -6.7], [2.0, -1.2, 4.0], [-0.4, 0.3, 0.8], [-0.2, 0.1, -0.1], [0.3, -0.2, 0.0], [-0.2, 0.2, -0.1], [-1.3, 1.3, -2.8], [-0.6, -0.2, 0.9], [1.9, 2.5, -2.7], [-1.4, -5.0, 5.2], [0.4, 0.6, -0.5], [0.9, 0.0, -0.2], [0.2, 0.0, 0.5], [0.1, 0.7, -0.1], [1.0, 0.5, -1.7], [-0.5, -2.6, 0.3], [2.0, 0.4, -1.7], [-2.5, 1.4, 3.0], [0.4, -0.4, -0.4], [0.0, 0.4, 0.1], [-0.7, -0.3, 0.6], [0.5, 0.5, -0.1], [-0.2, 0.2, 2.2], [-1.3, -1.0, 2.3], [1.5, 3.1, 0.9], [-0.9, -2.6, -4.4], [0.3, 0.6, 0.8], [0.4, 0.1, -0.5], [-0.7, -0.8, -0.5], [0.4, 0.2, -0.6], [-1.6, 0.5, 1.6], [0.0, 1.3, -0.8], [5.0, -3.9, -1.4], [-3.6, 2.4, 2.1], [0.7, -0.4, -0.9], [0.0, -0.2, 0.0], [-0.5, 0.5, -0.1], [0.2, -0.1, 0.3], [1.3, -1.8, 1.0], [-0.1, 0.5, 0.4], [0.0, -0.7, -3.7], [-1.4, 2.3, 1.0], [-0.1, 0.0, 0.5], [0.2, -0.2, 0.2], [0.4, -0.1, -0.2], [-0.2, -0.1, 0.3], [-2.4, 1.7, -0.5], [0.6, -0.4, 0.4], [4.8, 2.1, 1.3], [-3.8, -3.3, -0.9], [0.3, 0.2, 0.0], [0.6, 0.3, 0.3], [0.2, -0.1, -0.2], [-0.6, -0.7, -0.1]],
  "s_squared": 0.76,
  "lumo_energy_ha": [-0.0867, -0.3102],
  "total_charge": 1,
  "multiplicity": 2,
  "gap_ev": [8.19, 2.11],
  "mol_weight_g_mol": 672.62
}